# C34H40GeHgN4O2PS2

A structure of composition C34H40GeHgN4O2PS2 (ωB97M-V/def2-TZVPD, the OMol25 dataset).

```
85
Properties=species:S:1:pos:R:3:forces:R:3
Hg 1.39450 -0.72331 -1.16159 -0.08 -0.09 -0.61
N 5.63194 -3.40149 4.62992 0.14 0.03 0.12
C 4.39964 -3.54025 3.96706 -0.05 0.08 -0.02
C 4.37245 -3.81921 2.60344 -0.16 -0.02 0.03
C 3.15746 -3.88570 1.93907 0.30 -0.15 0.14
C 1.97852 -3.71608 2.63900 -0.57 -0.04 -0.41
C 1.99027 -3.44232 3.99090 0.21 -0.09 0.23
C 3.20542 -3.34275 4.65598 0.00 -0.12 -0.11
S 0.45570 -3.81021 1.68089 0.20 -0.41 -0.14
O -0.61278 -4.26344 2.55109 0.09 0.25 0.11
O 0.76072 -4.73321 0.60679 0.10 0.45 -0.07
N 0.30756 -2.33252 1.07223 0.20 -1.58 -0.69
C 0.04747 -1.34719 1.90029 0.00 0.87 0.82
N -0.04944 -1.58228 3.22818 -0.09 0.09 0.29
C -0.38412 -0.57988 4.00559 -0.06 0.27 0.13
C -0.61138 0.70352 3.53432 0.03 0.05 0.24
C -0.37849 0.87725 2.17301 -0.08 0.09 0.10
N -0.04917 -0.10051 1.36597 -0.05 -0.06 -0.18
H 6.37475 -3.93648 4.20246 -0.05 0.03 0.16
H 5.57121 -3.55006 5.62837 0.09 -0.07 -0.17
H 5.30201 -3.99838 2.07663 0.04 0.09 -0.08
H 3.09575 -4.09712 0.88330 0.07 -0.02 -0.14
H 1.04571 -3.30952 4.49149 -0.03 -0.01 0.11
H 3.24224 -3.13191 5.71860 -0.06 0.05 0.05
H -0.46014 -0.82313 5.06694 -0.05 0.14 -0.01
H -0.93424 1.51124 4.17831 0.07 -0.01 -0.03
H -0.45330 1.86409 1.72177 -0.05 0.03 -0.03
C 1.04416 4.16589 -4.38544 0.40 -0.33 0.21
S 2.11521 2.77551 -3.91907 -0.14 0.03 -0.04
C 2.49998 3.27650 -2.22448 0.00 -0.06 -0.47
H 0.22228 4.23616 -3.67578 -0.08 0.06 -0.09
H 0.66525 3.95375 -5.38075 -0.10 0.02 -0.06
H 1.62337 5.08705 -4.40493 -0.07 0.17 -0.01
H 3.18129 4.12607 -2.24401 0.05 0.05 0.17
H 2.95651 2.42033 -1.73118 -0.05 0.03 0.05
H 1.57770 3.53427 -1.71316 -0.04 -0.04 0.15
C 4.40347 2.36527 1.89457 -0.34 -0.21 -0.27
P 3.42911 1.14555 0.84190 0.61 0.21 0.51
C 3.25522 -0.15551 2.13502 -0.14 0.14 -0.18
C 4.90742 0.43560 -0.02199 -0.41 0.09 -0.03
H 5.19702 1.88108 2.46138 0.12 -0.09 0.09
H 3.71545 2.85064 2.58324 -0.03 0.10 0.12
H 4.84178 3.12862 1.25368 0.03 0.11 -0.07
H 4.21921 -0.41087 2.57870 0.05 -0.03 0.02
H 2.81053 -1.04208 1.68662 -0.02 -0.09 -0.02
H 2.57896 0.19970 2.91098 -0.08 0.00 0.11
H 5.72536 0.27396 0.67859 0.11 -0.05 0.08
H 5.22614 1.11738 -0.81077 0.07 -0.03 -0.08
H 4.60058 -0.50843 -0.46986 0.06 -0.02 -0.10
C -0.78763 -1.02371 -3.01215 0.10 0.20 0.27
Ge -2.23639 -0.00758 -2.27702 -0.48 0.22 -0.17
C -3.90340 -0.51393 -3.32197 0.39 -0.09 0.28
C -4.91528 -1.24742 -2.70719 0.11 0.17 0.24
C -5.96895 -1.77802 -3.42825 -0.34 -0.14 -0.03
C -6.04844 -1.57831 -4.79639 -0.07 -0.10 -0.10
C -5.03692 -0.87653 -5.43506 -0.22 -0.02 -0.22
C -3.97939 -0.36720 -4.70450 0.22 0.26 -0.01
C -2.28157 2.02184 -2.24225 0.20 -0.65 -0.19
C -3.13577 2.79645 -3.01487 -0.15 -0.22 -0.07
C -3.06172 4.17839 -3.00487 -0.10 0.32 -0.06
C -2.12338 4.81918 -2.21194 0.00 0.20 -0.04
C -1.24261 4.05926 -1.45482 0.11 0.20 0.22
C -1.31955 2.67855 -1.47964 0.06 -0.11 0.06
C -2.80167 -0.40915 -0.41373 0.24 0.06 -0.43
C -2.51764 -1.64847 0.13581 0.04 -0.21 -0.21
C -2.85084 -1.95581 1.44397 -0.25 -0.15 0.14
C -3.48906 -1.01216 2.23222 -0.03 -0.10 0.11
C -3.79255 0.22828 1.69682 -0.20 0.18 0.17
C -3.45535 0.51806 0.38557 -0.14 0.35 -0.08
H -0.39844 -0.43350 -3.87284 -0.02 -0.08 0.18
H -4.86526 -1.40248 -1.63588 -0.05 -0.07 0.03
H -6.73305 -2.36102 -2.92420 -0.01 0.04 0.02
H -6.88021 -1.98176 -5.36557 0.04 -0.01 0.02
H -5.07849 -0.74412 -6.51103 0.04 0.04 -0.01
H -3.18250 0.15624 -5.22065 0.07 0.01 -0.06
H -3.87577 2.30234 -3.63421 -0.07 0.02 -0.03
H -3.74226 4.76228 -3.61503 -0.02 0.02 -0.01
H -2.07007 5.90386 -2.19417 0.01 -0.05 0.00
H -0.49134 4.55275 -0.84450 -0.03 -0.02 0.00
H -0.61932 2.08005 -0.90681 0.12 0.00 0.11
H -1.99166 -2.37066 -0.46948 0.14 -0.17 -0.03
H -2.59071 -2.92060 1.85551 0.09 -0.07 0.04
H -3.73998 -1.24092 3.26372 0.04 0.01 -0.04
H -4.28692 0.97624 2.31156 0.02 -0.01 -0.05
H -3.70217 1.49399 -0.01940 0.03 0.06 0.01
```
Forces are in eV/Å.

Calculated values
HOMO (spin up / spin down), eV: -0.3 / -0.8
Multiplicity: 2
⟨S²⟩: 0.76
ΔE to the lowest compared entry with this formula, charge and spin, eV: 0.704
E_tot, a.u.: -5057.08741
Total charge: -2

Here are the Mulliken charges for atoms 1 to 2, given in e: 0.35, -0.66